A 4-piece molecular cluster, C17H31ClNO6PS3 overall in a non-equilibrium geometry. Source: the OMol25 dataset; level of theory: ωB97M-V/def2-TZVPD.

Last column: Mulliken charge in e.
Geometry (Å):
Cl  7.643  -5.349  3.081  -0.418
P  5.520  -4.833  2.911  0.301
C  3.664  -4.423  2.880  0.455
C  2.765  -5.413  2.573  -0.265
C  1.406  -5.137  2.584  -0.692
C  1.059  -3.844  2.915  -0.421
C  2.051  -2.929  3.163  -0.438
N  3.367  -3.150  3.169  -0.511
H  5.246  -6.206  3.048  0.031
H  5.718  -4.358  1.610  0.087
H  5.681  -3.933  3.976  0.097
H  3.117  -6.406  2.328  0.229
H  0.660  -5.880  2.355  0.421
H  0.025  -3.543  2.981  0.520
H  1.743  -1.917  3.395  0.629
O  -2.056  -0.801  2.338  -0.713
S  -0.743  -0.219  2.183  1.281
O  0.201  -0.194  3.277  -0.719
C  0.037  -0.959  0.750  -0.828
C  -0.387  -0.066  -0.410  -0.375
C  -0.262  1.374  0.106  -0.680
C  -0.912  1.431  1.497  -0.844
H  -0.290  -1.992  0.649  0.509
H  1.116  -0.922  0.904  0.397
H  0.227  -0.237  -1.289  0.343
H  -1.427  -0.272  -0.679  0.170
H  0.796  1.639  0.182  0.258
H  -0.730  2.085  -0.569  0.405
H  -0.418  2.132  2.150  0.503
H  -1.971  1.660  1.441  0.310
O  -1.857  4.226  -0.384  -0.689
S  -1.688  4.830  0.913  1.365
O  -1.540  4.039  2.107  -0.729
C  -0.346  6.009  0.826  -0.791
C  -1.018  7.313  0.407  -0.602
C  -2.307  7.405  1.234  -0.581
C  -2.997  6.036  1.162  -0.795
H  0.401  5.657  0.118  0.405
H  0.087  6.089  1.822  0.398
H  -0.366  8.169  0.576  0.352
H  -1.262  7.281  -0.657  0.301
H  -2.057  7.637  2.271  0.298
H  -2.964  8.193  0.872  0.323
H  -3.528  5.795  2.079  0.355
H  -3.674  5.970  0.313  0.381
O  0.425  -0.855  -3.259  -0.625
S  -0.206  -1.022  -4.545  1.098
O  0.114  -0.163  -5.654  -0.703
C  -0.035  -2.731  -5.045  -0.739
C  -1.260  -3.421  -4.453  -0.554
C  -2.439  -2.473  -4.706  -0.661
C  -1.987  -1.063  -4.307  -0.438
H  0.909  -3.124  -4.675  0.393
H  -0.052  -2.758  -6.134  0.356
H  -1.422  -4.399  -4.903  0.342
H  -1.124  -3.563  -3.378  0.301
H  -2.699  -2.491  -5.766  0.298
H  -3.325  -2.773  -4.148  0.349
H  -2.442  -0.293  -4.926  0.382
H  -2.186  -0.858  -3.256  0.167

Computed properties:
Charge   0
Kohn-Sham gap   9.751 eV
HOMO energy   -9.28 eV
Spin multiplicity   1
E_tot   -3168.59127 Ha
Structure (SMILES)   Cl[PH3]c1ccccn1.O=S1(=O)CCCC1.O=S1(=O)CCCC1.O=S1(=O)CCCC1